(1)
Below is a molecular structure, C36H41FMnN5OS, with properties calculated with ωB97M-V with the def2-TZVPD basis set.

As for the total charge: +2. The value obtained for the HOMO energy (alpha / beta) is -14.3979 / -14.4757 eV. Its HOMO-LUMO gap (alpha / beta) is 7.5 / 7.4 eV. As for the multiplicity: 5. The value obtained for the energy above the lowest of the compared OMol25 structures with the same formula, charge and spin is 0.000 eV.

Atoms and positions in Å:
Mn -0.0424 2.2532 -0.1930
C 2.0526 -2.6639 1.9300
C 2.2188 -1.9636 0.7424
C 1.7683 -0.6587 0.6420
C 1.1784 -0.0573 1.7488
C 1.0108 -0.7496 2.9465
C 1.4459 -2.0589 3.0269
N 0.7580 1.2927 1.6138
N 0.7239 1.9622 2.6615
C 0.2551 3.2826 2.4875
C 0.2321 4.1325 3.5704
C -0.2279 5.4312 3.3724
C -0.6437 5.8200 2.1111
C -0.5936 4.9030 1.0696
N -0.1522 3.6603 1.2626
H 2.3937 -3.6880 2.0035
H 2.7023 -2.4323 -0.1042
H 1.9148 -0.0905 -0.2661
H 0.5341 -0.2656 3.7877
H 1.3123 -2.6132 3.9458
H 0.5676 3.7737 4.5327
H -0.2599 6.1275 4.1994
H -1.0083 6.8192 1.9221
H -0.9053 5.1406 0.0607
C -3.7877 -3.2818 2.0456
C -4.5928 -2.0221 1.6891
C -5.5271 -2.3208 0.5060
C -5.4369 -1.6146 2.8958
C -3.6201 -0.9272 1.2802
C -3.5152 0.2907 1.9444
C -2.5897 1.2253 1.5186
N -1.7837 1.0282 0.4783
C -1.8853 -0.1310 -0.1941
C -2.7717 -1.1172 0.1861
C -0.9944 -0.2437 -1.3784
C -1.0861 -1.2666 -2.3053
C -0.2647 -1.2870 -3.4290
C 0.6343 -0.2255 -3.5697
C 0.6852 0.7643 -2.6188
N -0.1021 0.7477 -1.5336
C -0.3347 -2.3808 -4.4815
C -0.7099 -1.7387 -5.8271
C -1.3711 -3.4489 -4.1349
C 1.0473 -3.0441 -4.5904
H -4.4714 -4.0771 2.3429
H -3.1071 -3.0915 2.8776
H -3.2035 -3.6477 1.1998
H -6.2324 -3.1020 0.7900
H -4.9807 -2.6732 -0.3700
H -6.0985 -1.4360 0.2214
H -6.1151 -2.4289 3.1487
H -6.0476 -0.7345 2.6867
H -4.8216 -1.4170 3.7758
H -4.1433 0.5257 2.7904
H -2.4950 2.1758 2.0317
H -2.8129 -2.0452 -0.3646
H -1.8213 -2.0422 -2.1634
H 1.2881 -0.1580 -4.4274
H 1.3615 1.6044 -2.6998
H -1.6822 -1.2466 -5.7718
H -0.7649 -2.5124 -6.5929
H 0.0282 -1.0043 -6.1504
H -2.3806 -3.0360 -4.0836
H -1.1421 -3.9491 -3.1912
H -1.3730 -4.2102 -4.9141
H 1.8192 -2.3340 -4.8886
H 1.0129 -3.8296 -5.3453
H 1.3420 -3.4990 -3.6427
C 4.1831 4.1136 -0.8503
S 3.1656 3.1833 0.2797
O 2.0291 2.6574 -0.5994
C 4.2065 1.7938 0.6228
C 4.6777 0.9760 -0.3993
C 5.4286 -0.1378 -0.0699
C 5.6990 -0.4264 1.2656
C 5.2192 0.3918 2.2763
C 4.4619 1.5114 1.9567
H 4.4302 3.4954 -1.7107
H 5.0834 4.4187 -0.3182
H 3.6103 4.9860 -1.1579
H 4.4548 1.1991 -1.4355
H 5.8137 -0.7788 -0.8517
H 6.2942 -1.2948 1.5149
H 5.4348 0.1638 3.3112
H 4.0767 2.1585 2.7359
F -0.6564 3.3942 -1.3846

(2)
Below is a molecular structure, C9H5F2N2O5RhTe4, with properties calculated with ωB97M-V with the def2-TZVPD basis set.

As for the total charge: -2. The value obtained for the HOMO energy (alpha / beta) is -0.1624 / -0.9651 eV. Its HOMO-LUMO gap (alpha / beta) is 3.7 / 5.2 eV. As for the multiplicity: 1. The value obtained for the energy above the lowest of the compared OMol25 structures with the same formula, charge and spin is 1.989 eV.

Atoms and positions in Å:
Rh 0.4428 -2.1785 -0.0282
Te 1.9688 -2.2877 -2.0750
Te 3.3190 -1.9921 0.1960
Te 1.9253 -1.8121 4.2264
Te 0.0336 -1.7692 2.4143
O -1.6079 -2.7045 -1.4169
N -2.5867 -2.5735 -0.6224
O -3.7117 -2.9625 -0.9622
O -2.4190 -1.9690 0.4613
O -0.0218 0.2755 2.1056
C 0.0960 0.6971 0.8647
N 0.3508 -0.0926 -0.1919
C 0.4709 0.6861 -1.3341
O 0.7505 0.2335 -2.4652
C 0.2466 2.0682 -0.9413
C 0.2274 3.2679 -1.6439
C -0.0286 4.4403 -0.9565
C -0.2557 4.4299 0.4371
C -0.2379 3.2515 1.1535
C 0.0043 2.0612 0.4634
H 0.4142 3.2747 -2.7121
H -0.0557 5.3858 -1.4872
H -0.4456 5.3689 0.9459
H -0.4016 3.2414 2.2245
F -0.1778 -4.5675 1.4616
C 0.3742 -4.1899 0.2162
F 1.5834 -4.8789 0.1823
H -0.2579 -4.7040 -0.5160

(3)
Below is 2 unconnected molecules or ions with the total composition C3H10N2O, with properties calculated with ωB97M-V with the def2-TZVPD basis set.

The value obtained for the HOMO energy is -9.3750 eV. Its HOMO-LUMO gap is 10.1 eV. As for the multiplicity: 1. The value obtained for the energy above the lowest of the compared OMol25 structures with the same formula, charge and spin is 1.283 eV. The SMILES is CC/N=C\N.O.

Atoms and positions in Å:
C 0.8296 1.0344 1.6104
C 0.8800 0.0550 0.4391
N -0.4316 -0.5544 0.3185
C -0.6229 -1.4378 -0.5557
N 0.3922 -2.0823 -1.2662
H 0.6214 0.5094 2.5358
H -0.0551 1.6733 1.4763
H 1.5949 1.8097 1.6224
H 1.5484 -0.7102 0.7794
H 1.1718 0.5413 -0.4925
H -1.5958 -1.8352 -0.8343
H 1.2150 -1.5891 -1.5464
H 0.0829 -2.9299 -1.7049
O -2.0441 2.0588 -0.4919
H -2.2282 2.0833 -1.4408
H -1.3585 1.3737 -0.4492

(4)
Below is a molecular structure, C40H105F3N9O11Sr, with properties calculated with ωB97M-V with the def2-TZVPD basis set.

As for the total charge: +1. The value obtained for the HOMO energy is -10.1590 eV. Its HOMO-LUMO gap is 5.4 eV. As for the multiplicity: 1. The value obtained for the energy above the lowest of the compared OMol25 structures with the same formula, charge and spin is 3.345 eV.

Atoms and positions in Å:
Sr 4.1878 -3.8134 -1.1518
C 2.3634 -0.8456 0.3110
O 1.4900 -0.4935 -0.7408
O 3.0630 -1.9227 -0.0344
C 3.2218 0.3549 0.6549
F 4.1142 0.0409 1.6276
F 3.9489 0.7638 -0.4379
F 2.4917 1.4227 1.0525
C 0.3110 0.1851 -0.3517
C -0.5377 0.2967 -1.5809
H -0.1805 0.9435 -2.3776
H -0.6128 -0.7153 -2.0024
H -1.5626 0.5829 -1.3536
H 0.5869 1.1997 -0.0344
H -0.2020 -0.2861 0.4917
H 1.8226 -1.1114 1.2451
C -0.5644 -3.2456 2.1495
C -0.8632 -2.6852 3.5356
C -0.3972 -1.2463 3.6522
O -1.2847 -0.4403 2.8928
C -1.0563 0.9437 2.9860
N -2.3160 -2.8396 3.8008
H -0.8064 -4.2771 1.9132
H 0.4890 -3.0283 1.9082
H -1.1263 -2.6584 1.4031
H -0.3594 -3.3461 4.2466
H 0.6361 -1.1438 3.2774
H -0.4173 -0.9339 4.7068
H -1.3177 1.3274 3.9838
H -1.8065 1.4587 2.3723
H -0.0822 1.2620 2.6047
H -2.5238 -2.4026 4.7019
H -2.8315 -2.2952 3.1065
C -3.0338 0.1016 -4.4566
C -3.9975 1.2435 -4.1584
C -3.2699 2.5655 -3.9839
O -2.6508 2.5479 -2.7320
C -1.5738 3.4316 -2.6513
N -5.0009 1.3129 -5.1989
H -2.4546 -0.2262 -3.5909
H -2.3247 0.3274 -5.2652
H -3.5761 -0.7762 -4.8288
H -4.4392 0.9680 -3.1910
H -3.9672 3.4020 -4.0986
H -2.4977 2.5842 -4.7750
H -0.8866 3.1615 -3.4747
H -1.0610 3.3807 -1.7018
H -1.8718 4.4532 -2.9201
H -4.5741 1.2170 -6.1187
H -5.4678 2.2164 -5.2228
C 5.6681 3.3195 6.8439
C 6.0765 2.1803 5.8808
C 5.1408 2.1596 4.7100
O 3.8417 1.9777 5.1625
C 2.9079 2.0628 4.1266
N 7.4537 2.3768 5.3913
H 6.2230 3.2748 7.7878
H 4.6173 3.3076 7.1410
H 5.9263 4.2721 6.3712
H 6.1084 1.2546 6.4599
H 5.4661 1.3341 4.0544
H 5.2666 3.0735 4.1092
H 1.9180 2.1572 4.5825
H 2.8385 1.1497 3.5174
H 3.0503 2.8849 3.4135
H 8.1274 2.3555 6.1477
H 7.5742 3.2629 4.9063
C 9.0433 -0.7856 3.1636
C 9.1927 0.5241 2.3881
C 7.8654 0.9065 1.7492
O 8.1275 1.7028 0.6041
C 7.0626 1.6601 -0.2926
N 9.6330 1.5533 3.3771
H 9.9312 -0.9945 3.7649
H 8.8887 -1.6771 2.5445
H 8.2224 -0.7310 3.8916
H 9.9653 0.3698 1.6341
H 7.2405 1.5036 2.4201
H 7.2940 0.0081 1.4568
H 6.1132 1.8463 0.2207
H 7.0553 0.7027 -0.8323
H 7.1522 2.4356 -1.0565
H 8.9409 1.5903 4.1603
H 9.4039 2.4541 2.9261
C -4.8395 4.8684 1.7915
C -3.4133 4.3568 1.6227
C -2.5146 5.3388 0.8421
O -1.1757 4.9151 0.7596
C -0.9793 3.8434 -0.1238
N -2.7991 3.9426 2.9074
H -5.5283 4.0889 2.1130
H -5.1870 5.2866 0.8424
H -4.8972 5.6527 2.5589
H -3.5239 3.4272 1.0436
H -2.5323 6.2970 1.3646
H -2.9567 5.4758 -0.1591
H 0.0346 3.4581 -0.0543
H -1.1126 4.1956 -1.1665
H -1.6975 3.0181 -0.0091
H -2.4215 4.7736 3.3694
H -1.9713 3.4063 2.6728
C 0.4476 -4.1830 -1.2752
C 1.0863 -4.2086 -2.6482
C 0.1168 -4.0099 -3.7664
O 0.8640 -3.8868 -4.9526
C 0.0624 -3.5569 -6.0717
N 2.1786 -3.2020 -2.6872
H 0.0246 -3.2052 -1.0555
H 1.1976 -4.3715 -0.4939
H -0.2945 -4.9759 -1.1786
H 1.5500 -5.1916 -2.8241
H -0.4870 -3.0842 -3.6773
H -0.6160 -4.8264 -3.8478
H 0.6675 -3.5527 -6.9707
H -0.3658 -2.5419 -5.9588
H -0.8063 -4.2237 -6.1779
H 2.4222 -3.0267 -3.6791
H 1.8137 -2.3089 -2.3209
C -6.3066 -5.7092 1.7294
C -4.9963 -4.9699 1.9163
C -4.6991 -4.0800 0.7145
O -4.3687 -4.8971 -0.3810
C -4.0332 -4.1606 -1.5164
N -5.0544 -4.2010 3.1624
H -6.4581 -6.3003 2.6286
H -6.2463 -6.3557 0.8541
H -7.1272 -5.0018 1.6030
H -4.1828 -5.7046 1.9365
H -3.8976 -3.3598 0.9359
H -5.6266 -3.5027 0.5264
H -4.7615 -3.3703 -1.7212
H -4.0023 -4.8648 -2.3421
H -3.0467 -3.7209 -1.3329
H -5.5321 -3.3213 2.9382
H -4.1002 -3.9141 3.4470
C -4.0866 0.5641 0.0516
C -4.8121 0.6175 1.3918
C -6.2544 0.2979 1.2610
O -6.8583 1.2722 0.4590
C -8.2058 1.3913 0.7007
N -4.1430 -0.3502 2.3475
H -4.4631 1.3182 -0.6390
H -4.2756 -0.4330 -0.3604
H -3.0122 0.6730 0.1962
H -4.6346 1.5940 1.8625
H -6.7444 0.2667 2.2484
H -6.4135 -0.7191 0.8631
H -8.7205 0.4282 0.5943
H -8.6606 2.0555 -0.0357
H -8.4263 1.8333 1.6799
H -4.1833 0.0890 3.2705
H -3.1219 -0.3568 2.1763
C 2.9324 0.1771 -3.6935
C 2.2282 -0.6523 -4.7397
C 1.8088 0.2021 -5.9096
O 1.2570 -0.5779 -6.9064
C 0.6700 0.1566 -7.9376
N 3.1219 -1.7894 -5.1254
H 2.4469 1.1125 -3.4037
H 3.9277 0.4517 -4.0643
H 3.0904 -0.3633 -2.7574
H 1.3329 -1.1375 -4.3269
H 2.6741 0.7357 -6.3273
H 1.0398 0.9012 -5.5444
H 1.4320 0.7449 -8.4548
H -0.1426 0.7747 -7.5486
H 0.2529 -0.5605 -8.6386
H 2.5758 -2.3135 -5.8224
H 3.8938 -1.3946 -5.6721

Question: multiplicity of number 3 (C3H10N2O)?
Answer: 1